No. 1
ORCA calculation (the ωB97M-V functional and the def2-TZVPD basis) on one molecule with the formula C19H12N2O5S.

The value obtained for the HOMO-LUMO gap is 6.97 eV. The SMILES is O=C1Oc2ccccc2C(=O)/C1=C/Nc1nc(-c2ccc(O)c(O)c2)cs1.

```
! wB97M-V def2-TZVPD RIJCOSX def2/J DEFGRID3
* xyz 0 1
S -0.22064 1.27183 -2.43762
O -4.61569 -2.93294 -5.78662
O 1.90253 0.89001 3.97681
O 0.94393 -0.50970 2.46673
O 3.59237 2.85290 0.87840
O -5.44818 -4.76478 -4.02756
N -1.05947 -0.85823 -1.16925
N 0.70893 0.07567 -0.07913
C -2.77389 -1.78389 -2.75276
C -0.16314 0.08679 -1.13388
C 4.16338 3.06704 5.86664
C -4.14500 -2.85128 -4.50000
C 3.11137 2.21780 1.82451
C -1.55020 0.33972 -3.09551
C 2.14470 1.19861 1.50413
C -4.58706 -3.81459 -3.61087
C 1.67294 1.06355 0.21459
C 1.63864 0.46119 2.69818
C -4.11670 -3.79188 -2.28932
C -3.25645 -1.82035 -4.08056
C 4.49861 3.43451 3.50911
C -1.85558 -0.72163 -2.29768
C -3.24958 -2.76667 -1.86361
C 3.21884 2.07637 5.53967
C 4.81228 3.71531 4.83489
C 3.49890 2.49021 3.19578
C 2.86036 1.81634 4.20410
H -4.07722 -2.38007 -6.40559
H 5.05556 3.92431 2.73320
H -2.88858 -2.74514 -0.84524
H 2.69885 1.53570 6.29787
H -2.94881 -1.10015 -4.82643
H 0.44557 -0.50094 0.71338
H -5.67740 -4.53613 -4.96565
H 2.09969 1.71813 -0.53089
H 4.44790 3.27784 6.91022
H 5.59794 4.39807 5.03124
H -4.49928 -4.57599 -1.64520
H -1.98042 0.54249 -4.05608
*
```



No. 2
ORCA calculation (the ωB97M-V functional and the def2-TZVPD basis) on C29H30ClMgN5O2 as an isolated structure.

The value obtained for the HOMO-LUMO gap is 7.14 eV. As for the energy above the lowest of the compared OMol25 structures with the same formula, charge and spin: 15.1 kcal/mol.

```
! wB97M-V def2-TZVPD RIJCOSX def2/J DEFGRID3
* xyz 0 1
Cl -3.38550 -1.45988 -0.11908
Mg -1.02473 -0.36789 -0.67657
O 3.49818 -2.25985 2.45966
O -1.68136 1.43419 -0.44469
N 3.26658 3.28783 2.98963
N 2.35358 3.96750 2.48306
N -1.68236 -1.50221 -5.30356
N 0.87227 0.63033 -0.87023
N -1.29966 -1.08158 -2.80131
C -1.85636 0.15407 3.19060
C 0.11582 3.79070 1.68226
C -2.13705 0.01016 -3.38702
C -0.94482 3.18629 0.99094
C -2.96810 0.72006 3.79727
C 1.41331 3.35904 1.57988
C 4.53209 -0.16681 2.49862
C -0.77427 -1.18822 1.31356
C 2.15644 -0.28957 2.85382
C 4.47665 1.21002 2.62467
C 0.65690 1.69321 -0.02837
C -0.24662 -1.35446 -5.04035
C -0.73465 2.09500 0.16561
C 3.22160 1.00340 -0.69080
C -2.19712 -2.63418 -4.52676
C -1.98867 -2.38534 -3.00655
C -4.23706 0.57135 3.24033
C 2.29070 -3.00838 2.44809
C 3.25862 1.85624 2.80220
C -2.38015 -0.27679 -4.89340
C 3.36784 -0.92154 2.60200
C 0.00210 -1.12017 -3.52414
C -1.94591 -0.58767 2.00155
C 2.10940 0.27683 -1.14831
C 3.02121 2.04264 0.17170
C 1.71456 2.36468 0.60981
C 2.11008 1.09609 2.94058
C -4.36976 -0.12854 2.05073
C -3.24002 -0.67771 1.46944
H 1.60401 -2.64371 1.67982
H -1.37876 -3.16361 -2.54798
H -2.01867 0.54302 -5.51107
H 2.24446 -0.59679 -1.77795
H 0.12288 -0.51638 -5.63002
H -0.87354 0.28870 3.63679
H -1.61516 0.95344 -3.22994
H -3.25535 -2.75365 -4.75938
H 5.38188 1.80769 2.55773
H 2.56786 -4.03242 2.22475
H -2.94282 -2.36051 -2.48507
H -1.68245 -3.53720 -4.85368
H -0.90388 -2.27679 1.23401
H -2.84675 1.27880 4.72230
H 1.16149 1.58763 3.13023
H -3.07104 0.05831 -2.82699
H 1.24280 -0.85858 2.97231
H -1.96056 3.54210 1.11677
H 5.47230 -0.67857 2.32297
H 0.60066 -1.92135 -3.08937
H 0.13896 -0.98651 1.87815
H -3.44086 -0.40542 -5.10177
H -5.11010 1.00333 3.71628
H 4.21558 0.73720 -1.02928
H 3.86092 2.63930 0.51081
H -5.33673 -0.23981 1.57121
H 1.78990 -2.97531 3.41873
H 0.25946 -2.25587 -5.38686
H -0.08384 4.59978 2.37853
H 0.51360 -0.17565 -3.34695
*
```



No. 3
ORCA calculation (the ωB97M-V functional and the def2-TZVPD basis) on one molecule with the formula C6H10.

The value obtained for the HOMO-LUMO gap is 10.23 eV. The SMILES is CC#CCCC. As for the energy above the lowest of the compared OMol25 structures with the same formula, charge and spin: 39.4 kcal/mol.

```
! wB97M-V def2-TZVPD RIJCOSX def2/J DEFGRID3
* xyz 0 1
C 1.62216 -0.54232 0.07473
C -1.77184 0.35544 -0.65330
C 0.68046 -0.31923 -0.64360
C -0.37530 0.42016 -1.32884
C 2.85257 -0.43320 0.84956
C -1.81896 0.03588 0.84416
H 3.55133 0.17621 0.26621
H -0.48209 0.17907 -2.39140
H -2.86442 -0.06259 1.16190
H -1.35441 0.80918 1.46525
H 2.65714 0.09754 1.78795
H 0.13870 1.39291 -1.33036
H 3.32313 -1.39070 1.07574
H -2.30470 1.29454 -0.84430
H -2.34418 -0.42576 -1.16811
H -1.31632 -0.91179 1.06394
*
```



No. 4
ORCA calculation (the ωB97M-V functional and the def2-TZVPD basis) on one molecule with the formula C14H12F4N4O3.

The value obtained for the HOMO-LUMO gap is 8.67 eV. The SMILES is Cc1cc(NC(=O)NC(=O)c2cccc(OC(F)(F)C(F)F)c2)n[nH]1.

```
! wB97M-V def2-TZVPD RIJCOSX def2/J DEFGRID3
* xyz 0 1
F 4.02106 -1.60804 0.72622
F 5.76419 -2.53605 -1.24747
F 5.52943 -0.25790 1.43488
F 7.29084 -1.17814 -0.52297
O -1.67343 -1.74737 0.57533
O 4.77731 -0.01022 -0.66359
O -0.77412 2.15123 -0.45453
N -6.02697 0.13111 -0.41878
N -0.31652 0.01543 0.18600
N -2.61198 0.22767 -0.10378
N -4.85542 0.77148 -0.48323
C 3.79171 0.95532 -0.34676
C -1.60203 -0.58951 0.23949
C 4.19789 2.24092 -0.02922
C 6.18841 -1.85723 -0.17073
C -3.94963 -0.13038 -0.13550
C 2.45447 0.60338 -0.39174
C 3.23556 3.20313 0.22798
C -5.89610 -1.16051 -0.03821
C 0.02938 1.28878 -0.15511
C 5.09099 -0.87126 0.29405
C -4.54946 -1.37083 0.15710
C 1.89379 2.87355 0.18043
C -7.06170 -2.06887 0.10318
C 1.49514 1.57234 -0.11393
H 2.18371 -0.40344 -0.67219
H 0.41275 -0.62479 0.47346
H -6.72260 -3.05612 0.40164
H 6.43755 -2.56613 0.63330
H 1.13199 3.61401 0.37062
H -6.87473 0.62494 -0.64483
H -4.05127 -2.26514 0.46194
H -2.39447 1.19050 -0.35891
H -7.60050 -2.15316 -0.84034
H 5.25048 2.47340 0.00301
H -7.75322 -1.69313 0.85714
H 3.53746 4.21102 0.46602
*
```



No. 5
ORCA calculation (the ωB97M-V functional and the def2-TZVPD basis) on C7H14 as an isolated structure.

The value obtained for the HOMO-LUMO gap is 7.42 eV. As for the energy above the lowest of the compared OMol25 structures with the same formula, charge and spin: 112.3 kcal/mol.

```
! wB97M-V def2-TZVPD RIJCOSX def2/J DEFGRID3
* xyz 0 1
C 0.71239 -0.47365 -0.12489
C -0.82279 1.67032 0.73981
C -1.79062 -1.08768 -0.37175
C -0.54944 1.16169 -0.58558
C -0.60406 -0.27823 -0.87152
C 0.74103 -0.53940 1.34362
C 2.02067 -0.11419 -0.80958
H -2.68515 -0.81175 -0.93904
H 2.41484 0.84653 -0.46027
H -0.00611 1.79277 -1.28245
H -2.00463 -0.90722 0.68705
H 1.68353 -0.37813 1.85955
H -0.43383 -0.48394 -1.93193
H -0.71510 2.75501 0.82276
H 0.86701 -1.57881 0.39693
H 2.79341 -0.86939 -0.61556
H 1.88262 -0.05359 -1.89362
H -0.06205 -1.01739 1.89452
H -0.04872 1.15640 1.46870
H -1.78314 1.37109 1.18069
H -1.60987 -2.16043 -0.50745
*
```



No. 6
ORCA calculation (the ωB97M-V functional and the def2-TZVPD basis) on a 3-piece molecular cluster, C3H3Br9 overall.

The value obtained for the HOMO-LUMO gap is 9.53 eV. The SMILES is BrC(Br)Br.BrC(Br)Br.BrC(Br)Br. As for the energy above the lowest of the compared OMol25 structures with the same formula, charge and spin: 29.6 kcal/mol.

```
! wB97M-V def2-TZVPD RIJCOSX def2/J DEFGRID3
* xyz 0 1
Br -10.02817 -7.90991 23.48677
Br -8.86104 -5.75528 25.69840
Br -17.11641 -9.13009 20.30544
Br -18.65418 -8.41246 23.12775
Br -8.71215 -9.08930 26.22103
Br -17.06323 -11.25798 22.90967
Br -12.84955 -6.99508 34.74939
Br -13.06325 -7.86578 31.44500
Br -10.09092 -7.13869 32.93849
C -17.10616 -9.31233 22.30405
C -12.05681 -6.75971 32.83917
C -9.77783 -7.52638 25.43026
H -16.24728 -8.83405 22.77488
H -10.75950 -7.56724 25.90223
H -12.14967 -5.69612 32.61951
*
```



No. 7
ORCA calculation (the ωB97M-V functional and the def2-TZVPD basis) on C3H6EuO4 as an isolated structure.

The value obtained for the HOMO-LUMO gap (spin up / spin down) is 6.31 / 10.67 eV. The expectation value of S² is 20.01. As for the energy above the lowest of the compared OMol25 structures with the same formula, charge and spin: 0.0 kcal/mol.

```
! wB97M-V def2-TZVPD RIJCOSX def2/J DEFGRID3
* xyz 1 9
Eu 1.49943 2.59626 2.81543
O 0.54863 2.88890 0.42093
O 0.77391 3.21428 -1.77991
O -2.24142 2.45369 -0.62139
O 1.46639 1.34012 -0.88220
C 1.29186 2.48132 -2.90652
C 0.77232 2.44507 -0.71963
C 1.86767 1.21340 -2.26099
H 1.42319 0.29255 -2.64823
H -2.50559 3.00859 -1.36160
H 2.95999 1.16362 -2.29134
H 2.04810 3.10397 -3.39304
H 0.46689 2.27733 -3.59514
H -1.75061 3.06751 0.03078
*
```



No. 8
ORCA calculation (the ωB97M-V functional and the def2-TZVPD basis) on C12H13N4O2RuS2 as an isolated structure.

The value obtained for the HOMO-LUMO gap (spin up / spin down) is 5.49 / 5.65 eV. As for the energy above the lowest of the compared OMol25 structures with the same formula, charge and spin: 13.2 kcal/mol.

```
! wB97M-V def2-TZVPD RIJCOSX def2/J DEFGRID3
* xyz 1 1
Ru -1.04338 0.35082 -0.94781
S 0.81923 1.74434 -0.71224
S -1.51902 0.90273 1.26389
O -1.92984 -0.41800 -2.49222
O -3.50072 -0.13792 -4.09542
N -2.89018 1.61846 -2.82786
N -0.03554 -1.36701 -0.55823
N 1.97452 -4.97998 -0.24058
N -2.22235 2.02483 -1.66187
C 1.94501 3.34983 2.72242
C -0.14846 2.22439 3.17051
C 0.84672 2.18528 0.92757
C -0.19790 1.81017 1.81153
C 1.92268 2.96981 1.41874
C 0.46999 -3.34775 0.67399
C 1.30651 -3.81809 -0.35227
C -0.16484 -2.14662 0.53294
C -2.82947 0.28590 -3.20540
C 1.41697 -3.01695 -1.50478
C 0.89456 2.97170 3.61188
C 0.74830 -1.83181 -1.56187
H 1.90117 -5.54578 0.58569
H 2.77064 3.94582 3.08934
H 2.72071 3.25316 0.74350
H 0.31473 -3.93051 1.57187
H -0.94796 1.93289 3.83958
H 2.01856 -3.33726 -2.34506
H -0.80628 -1.77189 1.31620
H 0.92814 3.28239 4.64776
H 0.81869 -1.21064 -2.44270
H -2.88383 2.31392 -0.94290
H -1.62296 2.81886 -1.87514
H -3.64589 2.18273 -3.18267
H 2.57146 -5.30782 -0.97841
*
```



No. 9
ORCA calculation (the ωB97M-V functional and the def2-TZVPD basis) on a 14-piece molecular cluster, C4H38N2O13S2 overall.

The value obtained for the HOMO-LUMO gap is 8.14 eV. As for the energy above the lowest of the compared OMol25 structures with the same formula, charge and spin: 1.5 kcal/mol.

```
! wB97M-V def2-TZVPD RIJCOSX def2/J DEFGRID3
* xyz 0 1
S 2.53357 -1.26647 3.38913
S 0.94016 -2.23838 2.78737
O -4.57226 2.66760 0.09639
O 1.46179 3.89748 -2.64869
O -3.68602 -1.69739 -2.13121
O -2.04208 1.57184 2.87669
O 2.82380 0.44210 -2.69064
O 0.05563 2.84661 1.94293
O -4.99399 1.00598 -1.88609
O -3.68584 -0.30378 2.24441
O 0.47667 0.57276 -3.92577
O -1.73973 3.37065 -0.20675
O 2.30284 2.73400 0.32080
O -0.51305 -2.23971 -2.44622
O -1.49291 0.11179 0.09386
N 2.94539 -0.80712 -0.21971
N 0.42605 -4.15795 -0.25389
C 1.57033 -4.06446 0.66029
C 3.69822 -0.12446 0.86717
C 1.40164 -3.91124 2.20185
C 3.83373 -0.75811 2.27854
H -4.49020 -1.24618 -1.89960
H 2.88026 0.35296 -1.68437
H 1.30401 2.75792 0.31731
H 1.88957 -5.14875 0.73819
H -0.97384 3.25047 0.35913
H 2.60242 3.29616 -0.39726
H -0.77888 2.46839 2.33722
H 0.20902 3.72120 2.32948
H -4.17038 3.26342 0.75547
H 2.44678 -3.49676 0.29915
H 4.67267 0.24016 0.46159
H -4.63355 1.77714 0.50405
H 1.49420 0.72366 -3.74065
H 0.63678 -4.57008 2.64401
H -2.55843 3.11749 0.17190
H -1.61279 0.71446 2.89274
H 3.56292 -1.09571 -0.96688
H -1.31676 -0.50608 -0.66919
H -5.17641 0.76187 -0.97649
H -2.96484 1.27524 2.68092
H -0.43112 -4.12963 0.25305
H -3.10718 -1.93068 -1.40147
H 0.69857 4.48637 -2.58702
H 2.28061 -4.28740 2.66714
H 3.08397 0.79251 1.04230
H -4.32956 1.68788 -1.98025
H -1.38886 1.00342 -0.28909
H 2.31138 -1.55441 -0.03438
H 4.04722 0.10932 2.94324
H -1.29290 -2.18696 -2.99541
H 0.34391 -2.29758 -2.85948
H -3.31608 -0.35627 1.33427
H -3.63846 -1.18705 2.65373
H 0.36119 -3.44056 -1.00757
H 3.48417 1.07387 -2.96518
H 0.15251 0.90619 -3.00216
H 1.30748 3.45900 -3.51093
H 4.66663 -1.45674 2.23197
*
```



No. 10
ORCA calculation (the ωB97M-V functional and the def2-TZVPD basis) on a 2-piece molecular cluster, C6H12N2 overall.

The value obtained for the HOMO-LUMO gap is 9.42 eV. The SMILES is Cc1c[nH]cn1.CC. As for the energy above the lowest of the compared OMol25 structures with the same formula, charge and spin: 20.5 kcal/mol.

```
! wB97M-V def2-TZVPD RIJCOSX def2/J DEFGRID3
* xyz 0 1
N 1.26446 -0.27113 -1.47458
N -0.52402 0.90713 -2.04829
C -0.19411 2.96911 -0.74490
C 1.44750 0.99740 -0.93005
C 0.06000 -0.28087 -2.13734
C 0.29466 1.65195 -1.30187
C -1.16902 -2.18495 2.36447
C -0.19766 -1.62995 1.36805
H 0.59975 -0.91974 1.75598
H -1.46491 -3.19406 2.03974
H 0.51322 -2.35879 0.99183
H 2.00747 -0.93311 -1.64372
H -0.82538 2.67534 0.08373
H -0.37779 -1.08741 -2.69317
H -2.02309 -1.51449 2.44538
H -0.72667 -2.44913 3.32289
H 2.18193 1.39634 -0.25717
H -0.53489 -0.88580 0.64177
H -0.79835 3.43082 -1.53894
H 0.46689 3.68134 -0.24380
*
```



In eV Å⁻¹, the strongest force on any atom values for the records above are, in order, 3.54; 0.92; 1.01; 1.41; 0.21; 2.25; 3.58; 2.97; 3.68; 3.53.